# 1
The following is a DFT calculation (ωB97M-V/def2-TZVPD) of a cluster of 3 separate species, C40H45BF3N5O13P2S2 in total in a non-equilibrium geometry.

```
111
Properties=species:S:1:pos:R:3
C 3.39354 6.03429 -0.15262
C 2.27785 6.45383 -0.12965
C 0.81445 6.57861 -0.14159
C 0.16674 5.76278 -1.23780
C 0.19013 4.36761 -1.17524
C -0.41058 3.58665 -2.13352
C -1.05697 4.21615 -3.18337
C -1.09729 5.59450 -3.29232
N -1.76285 6.17241 -4.39154
C -0.47180 6.37802 -2.31256
B -0.52262 7.96102 -2.49020
O 0.61310 8.71446 -2.59010
O -1.76699 8.55969 -2.57711
N -0.40246 2.15263 -2.16097
S 0.72715 1.52187 -3.26393
O 0.00336 1.06299 -4.41329
O 1.52221 0.46915 -2.70217
C 1.84109 2.85489 -3.95165
F 2.37989 3.63064 -3.01876
F 1.24698 3.55708 -4.90171
F 2.83865 2.17539 -4.53422
C -0.36655 1.49476 -0.87673
C -0.94672 0.22796 -0.80334
C -1.54818 -0.35836 -2.04426
C -2.84456 -0.25175 -2.36773
C -0.92415 -0.49528 0.38744
C -1.49736 -1.88515 0.46219
C -0.36730 -2.97268 0.22293
C 0.97151 -2.39124 -0.25510
P 2.15949 -3.68759 -0.67986
O 2.26050 -4.75765 0.31850
O 1.79120 -4.18538 -2.15854
C 2.81421 -4.98867 -2.79198
C 3.39399 -4.31224 -4.04269
O 3.59905 -2.94810 -0.80912
C 3.56058 -1.74073 -1.59280
C 4.88527 -1.46561 -2.27908
C -0.35831 0.06331 1.53479
O -0.38118 -0.62474 2.73135
N 0.71657 -1.57744 2.85633
O 1.26578 -1.41688 3.85627
C 0.21803 1.33179 1.47441
P 0.93491 1.98198 3.05693
C 2.74301 2.32396 2.78309
C 0.10339 3.59485 3.43635
C 0.82563 4.29958 4.60080
C 0.22269 2.01714 0.26518
S 1.02880 3.60247 0.19387
H 4.37977 5.63825 -0.17058
H 0.56370 7.63976 -0.19873
H 0.40601 6.22624 0.81081
H -1.53519 3.60212 -3.94041
H -2.14463 5.46633 -5.00270
H -1.18060 6.82140 -4.90135
H 1.35925 8.22444 -2.22287
H -1.83509 8.95662 -3.45508
H -0.86465 -0.87463 -2.71403
H -3.66064 -0.39154 -1.67037
H -3.08863 -0.06485 -3.41121
H -1.92836 -2.07041 1.43814
H -2.27285 -2.05640 -0.27156
H -0.68381 -3.69034 -0.53319
H -0.18650 -3.45135 1.18291
H 0.87180 -1.78424 -1.16001
H 1.48632 -1.77972 0.48366
H 2.30755 -5.89434 -3.12368
H 3.58876 -5.27061 -2.08177
H 3.23921 -4.94883 -4.91130
H 2.96532 -3.32846 -4.22688
H 4.46935 -4.18667 -3.91242
H 2.79184 -1.79454 -2.36655
H 3.31043 -0.87815 -0.96922
H 5.62726 -1.07094 -1.58509
H 5.25064 -2.35219 -2.79376
H 4.74210 -0.69523 -3.04076
H 3.06453 3.15141 3.41437
H 2.99351 2.47687 1.73340
H 3.26271 1.44322 3.15953
H -0.92043 3.41814 3.76892
H 0.02216 4.24086 2.56100
H 1.29029 3.56652 5.26293
H 1.58082 5.00504 4.25305
H 0.10077 4.87332 5.17785
C 1.61996 -7.61002 2.16940
C 2.16468 -6.60645 2.95757
C 2.10224 -6.69908 4.33933
C 1.49578 -7.80365 4.91244
C 0.94240 -8.80918 4.14056
C 1.00622 -8.70775 2.75986
N 1.44770 -7.91754 6.37742
O 1.92381 -7.01105 7.03134
O 0.93671 -8.91359 6.85126
H 1.67642 -7.53232 1.09149
H 2.63781 -5.75437 2.48930
H 2.52542 -5.91786 4.95342
H 0.46793 -9.66369 4.60007
H 0.57962 -9.48748 2.14324
C -8.57380 0.43660 1.15510
C -8.38189 -0.87392 1.57304
C -7.11306 -1.42944 1.55472
C -6.05065 -0.65802 1.11960
C -6.22497 0.64645 0.69366
C -7.49740 1.19405 0.71233
N -4.69912 -1.23407 1.11971
O -4.57524 -2.38702 1.47872
O -3.78147 -0.51835 0.76003
H -9.56553 0.86933 1.17559
H -9.22170 -1.46228 1.91615
H -6.96286 -2.44853 1.87952
H -5.38613 1.23587 0.35235
H -7.64948 2.21333 0.38487
```

Computed properties:
gap between HOMO and LUMO = 7.3 eV
energy relative to the best compared isomer or geometry (same formula, charge and spin) = 0.000 eV
largest force on an atom = 3.07 eV/Å
HOMO energy = -8.06 eV
E = -125347.3322 eV
LUMO = -0.028 hartree

Atom charges from the Mulliken analysis, given in e for atoms 1 to 99: 0.09, -0.31, -1.64, 0.55, 1.70, -2.11, -0.39, 0.22, -0.58, -0.31, 0.73, -0.65, -0.55, 1.19, 1.02, -0.71, -0.46, 0.56, -0.17, -0.20, -0.21, -1.13, 0.11, -0.96, -1.11, 1.15, -1.75, -1.32, 0.61, 0.54, -0.52, -0.33, -0.36, -1.00, -0.42, 0.32, -1.40, 0.03, -0.42, 0.32, -0.37, 0.38, 0.04, -1.04, 0.13, -1.35, 1.04, -0.14, 0.43, 0.61, 0.36, 0.35, 0.26, 0.21, 0.36, 0.29, 0.51, 0.11, 0.34, 0.75, 0.47, 0.69, 0.22, -0.37, 0.12, 0.49, 0.34, 0.32, 0.21, 0.26, 0.17, 0.21, 0.36, 0.31, 0.32, 0.41, 0.29, 0.37, 0.42, -0.11, 0.34, 0.33, 0.40, -0.53, -0.38, -0.50, 0.12, -0.36, -0.36, 1.02, -0.61, -0.62, 0.44, 0.49, 0.45, 0.44, 0.38, -0.46, -0.48



# 2
The following is a DFT calculation (ωB97M-V/def2-TZVPD) of a structure of composition C5H8O in a non-equilibrium geometry.

```
14
Properties=species:S:1:pos:R:3
C -2.01388 0.79376 -0.51945
C -1.13543 -0.47482 -0.45318
C 0.22657 0.04782 -0.49922
C 1.21127 0.81385 -0.37867
C 2.06460 -0.45911 -0.07645
O 2.57295 -0.40065 1.22696
H -1.83218 1.33404 -1.45132
H -3.06833 0.51105 -0.47472
H -1.80640 1.47022 0.31474
H -1.35277 -1.00557 0.47672
H -1.36338 -1.12914 -1.29521
H 2.82694 -0.60222 -0.84783
H 1.42221 -1.35448 -0.22174
H 2.22300 0.40912 1.62423
```

Computed properties:
gap between HOMO and LUMO = 10.2 eV
energy relative to the best compared isomer or geometry (same formula, charge and spin) = 4.526 eV
largest force on an atom = 1.93 eV/Å
HOMO energy = -9.29 eV
E = -7357.7293 eV
LUMO = 0.032 hartree

Electronic structure analysis, Mulliken charges in units of e: -1.23, -0.02, 0.46, -1.02, 0.08, -0.52, 0.32, 0.37, 0.33, 0.29, 0.26, 0.27, 0.04, 0.36



# 3
The following is a DFT calculation (ωB97M-V/def2-TZVPD) of a cluster of 10 separate species, C6H32NO10 in total in a non-equilibrium geometry.

```
49
Properties=species:S:1:pos:R:3
C 2.52693 -1.00223 -1.52615
N 1.12925 -0.52876 -1.60524
C 0.68903 0.15457 -0.26932
C -0.68165 0.80980 -0.64104
C -0.76151 2.26694 -0.07382
O 0.40982 2.92248 -0.55119
C 2.52659 -2.47802 -1.13839
C 2.91340 -2.71996 0.30318
H 2.96675 -1.00139 -2.55948
H 3.18344 -0.26319 -0.99370
H 0.98236 0.10787 -2.33897
H 0.75456 -0.48340 0.56685
H 1.33634 0.97026 0.03152
H -0.69398 0.81769 -1.79259
H -1.53173 0.22194 -0.36483
H -1.65167 2.84103 -0.43573
H -0.65220 2.43832 1.14392
H 1.58456 -2.92533 -1.32134
H 3.24429 -3.06676 -1.79830
H 2.26210 -2.11777 0.94479
H 3.97530 -2.46938 0.44834
H 2.65898 -3.64498 0.58959
H -2.34614 0.02615 3.12165
H -1.18504 0.66048 3.56107
O -1.85357 0.18051 3.97725
H -0.38965 -0.56855 2.09397
H -0.69045 -1.82094 2.87223
O -0.75840 -1.46929 1.98240
H -2.17967 -2.30918 -0.32673
H -2.14315 -1.66995 1.12864
O -2.67965 -2.16520 0.42808
H 0.86737 0.12922 3.45327
H 1.19667 1.65105 2.17861
O 0.44734 0.62339 2.73727
H 1.75528 2.15744 -3.46344
H 1.79053 1.95852 -1.95754
O 2.34833 2.44520 -2.64540
H -1.17688 -1.63181 -3.20683
H -0.45176 -2.05607 -2.03409
O -1.35250 -2.20976 -2.56219
H -3.77248 0.21218 0.14804
H -3.94333 -1.17276 0.98916
O -4.13510 -0.12917 1.06998
H -2.84203 2.90817 -1.46952
H -3.99024 2.13574 -1.47131
O -3.51082 2.62324 -2.06567
H 1.14597 3.05441 2.71355
H 1.10141 2.93228 0.19510
O 1.57694 2.65493 1.93437
```

Computed properties:
gap between HOMO and LUMO = 9.2 eV
net charge = -1
energy relative to the best compared isomer or geometry (same formula, charge and spin) = 3.755 eV
largest force on an atom = 6.60 eV/Å
HOMO energy = -6.37 eV
E = -28705.5970 eV
LUMO = 0.102 hartree

Electronic structure analysis, Mulliken charges in units of e: -0.61, -0.07, -0.70, 1.07, -0.47, -0.63, -0.32, -1.24, 0.34, 0.37, 0.21, -0.13, 0.54, 0.40, -0.44, -0.01, 0.11, 0.15, 0.37, 0.17, 0.29, 0.49, 0.39, 0.37, -0.72, 0.17, 0.31, -0.62, 0.23, 0.52, -0.74, 0.09, 0.36, -0.91, 0.36, 0.27, -0.70, 0.30, 0.29, -0.70, 0.25, 0.43, -0.71, 0.27, 0.31, -0.65, 0.29, 0.46, -0.81



# 4
The following is a DFT calculation (ωB97M-V/def2-TZVPD) of a cluster of 5 separate species, C17H20F4N2O13P in total in a non-equilibrium geometry.

```
57
Properties=species:S:1:pos:R:3
N 4.58752 -2.64865 -0.97959
P 3.65597 -1.32815 -1.63608
O 4.18704 0.00004 -0.83375
C 1.89988 -1.76102 -1.10157
C 1.48161 -1.49579 0.21655
C 0.19748 -1.85048 0.55751
N -0.59231 -2.41417 -0.35577
C -0.22304 -2.67912 -1.61516
C 1.04596 -2.37094 -2.03727
H 4.30144 -3.44459 -1.55814
H 4.17132 -2.86679 -0.06706
H 3.47421 0.58022 -0.53698
H 2.17519 -1.03759 0.91955
H -0.13551 -1.67376 1.57767
H -1.53213 -2.67746 -0.07034
H -0.89518 -3.14182 -2.33691
H 1.38416 -2.59963 -3.04806
C -3.07298 -0.40604 4.48222
C -2.12397 -1.57015 4.56725
O -1.25514 -1.33909 3.46226
C -1.23164 0.01764 3.27854
O -0.41154 0.57454 2.61879
O -2.23744 0.62270 3.93136
F -2.76306 -2.74874 4.38230
H -3.90689 -0.59669 3.80398
H -3.46728 -0.11530 5.45062
H -1.54057 -1.61278 5.48805
C -7.35516 2.51010 4.84839
C -7.40379 1.21883 5.62199
O -6.03853 0.83383 5.66540
C -5.31272 1.99118 5.62041
O -4.16214 2.06803 5.90114
O -6.07653 3.03382 5.22104
F -8.10655 0.26970 4.96041
H -7.38112 2.34812 3.76952
H -8.15441 3.19481 5.12141
H -7.78837 1.31415 6.63886
C 5.50628 -0.74068 -5.38318
C 4.99497 -1.79204 -6.33006
O 4.01283 -1.09237 -7.06689
C 4.40700 0.22103 -7.08590
O 3.97298 1.03800 -7.82142
O 5.36454 0.45565 -6.14870
F 4.39707 -2.81497 -5.66029
H 4.90089 -0.66513 -4.47788
H 6.54417 -0.90216 -5.09930
H 5.74741 -2.19412 -7.01085
C 0.38298 2.76681 -2.63451
C 1.38417 2.19176 -1.66610
O 2.23184 3.28027 -1.40245
C 1.46533 4.41343 -1.55537
O 1.76867 5.48147 -1.16215
O 0.30846 4.12642 -2.21306
F 2.12193 1.19026 -2.24246
H 0.73470 2.72294 -3.66725
H -0.59027 2.28369 -2.57229
H 0.95032 1.83078 -0.72849
```

Computed properties:
gap between HOMO and LUMO = 7.4 eV
net charge = +1
largest force on an atom = 2.59 eV/Å
HOMO energy = -11.91 eV
E = -67703.9840 eV
LUMO = -0.167 hartree

Electronic structure analysis, Mulliken charges in units of e: -0.70, 0.51, -0.52, 0.28, -0.20, -0.78, 0.09, -0.46, -0.59, 0.31, 0.32, 0.33, 0.51, 0.64, 0.31, 0.40, 0.53, -0.41, 0.32, -0.36, 0.65, -0.52, -0.24, -0.28, 0.24, 0.27, 0.29, -0.44, 0.31, -0.29, 0.68, -0.50, -0.31, -0.28, 0.27, 0.28, 0.29, 0.04, 0.29, -0.31, 0.62, -0.48, -0.32, -0.26, -0.08, 0.29, 0.23, -0.46, 0.29, -0.29, 0.56, -0.46, -0.30, -0.28, 0.30, 0.30, 0.34